1.
DFT (wB97M-V/def2-TZVPD) results for a 32-piece molecular cluster, C5H71BBrF3INO33P overall at a distorted geometry.

Last column: Mulliken charge in e.
Geometry (Å):
N1 1.07 -1.00 -0.76  -0.010
B1 1.15 0.23 0.03  0.225
O1 2.12 0.24 1.12  -0.598
P1 0.15 1.84 -0.28  0.052
Br1 0.28 3.07 1.63  -0.051
C1 -1.69 1.60 -0.62  -0.325
C2 -2.59 1.39 0.70  -0.725
C3 -2.21 0.08 1.51  0.994
F1 -1.98 -1.01 0.63  -0.233
F2 -3.36 -0.29 2.27  -0.283
F3 -1.17 0.25 2.46  -0.166
C4 1.02 2.90 -1.62  0.861
C5 1.97 4.00 -0.96  -0.297
O2 3.14 3.73 -0.62  -0.561
I1 1.31 6.04 -0.56  0.126
H1 0.11 -1.39 -0.79  0.143
H2 1.65 -1.71 -0.27  0.209
H3 1.67 0.02 1.97  0.295
H4 -2.11 2.54 -1.12  0.565
H5 -1.85 0.73 -1.34  0.315
H6 -3.67 1.26 0.36  0.415
H7 -2.52 2.26 1.43  0.060
H8 0.20 3.44 -2.20  0.373
H9 1.65 2.20 -2.26  -0.209
O3 -1.77 3.26 4.70  -0.627
H10 -0.95 3.23 5.22  0.288
H11 -1.81 2.40 4.28  0.270
O4 4.17 -2.15 -1.20  -0.541
H12 4.34 -1.53 -1.92  0.323
H13 3.97 -1.57 -0.45  0.237
O5 -4.32 3.53 2.79  -0.571
H14 -4.88 2.82 3.14  0.293
H15 -3.99 3.98 3.57  0.270
O6 -2.42 0.04 5.50  -0.573
H16 -2.33 -0.14 4.56  0.172
H17 -3.17 -0.51 5.77  0.311
O7 -1.16 -0.16 -3.39  -0.545
H18 -0.57 -0.92 -3.39  0.160
H19 -2.01 -0.52 -3.67  0.313
O8 -3.25 2.08 -4.17  -0.631
H20 -2.66 1.31 -4.17  0.319
H21 -4.10 1.72 -4.45  0.341
O9 4.28 -1.86 -4.09  -0.406
H22 4.86 -2.63 -4.11  0.266
H23 3.42 -2.21 -4.37  0.180
O10 -1.82 5.43 -0.26  -0.463
H24 -1.71 6.27 0.18  0.262
H25 -2.54 5.00 0.22  0.255
O11 2.43 1.59 -4.60  -0.576
H26 2.65 0.81 -4.08  0.216
H27 3.28 1.97 -4.83  0.304
O12 -2.93 -1.36 8.52  -0.642
H28 -2.77 -0.75 7.79  0.301
H29 -3.14 -0.78 9.27  0.305
O13 -2.49 -3.55 6.37  -0.582
H30 -2.45 -2.79 6.98  0.334
H31 -3.15 -4.13 6.78  0.280
O14 4.12 6.90 -1.82  -0.597
H32 4.15 6.00 -1.46  0.278
H33 4.80 7.37 -1.32  0.299
O15 4.16 -2.57 -6.76  -0.577
H34 3.82 -1.68 -6.64  0.263
H35 4.96 -2.45 -7.29  0.304
O16 -3.81 0.40 -6.34  -0.631
H36 -4.16 -0.02 -7.14  0.301
H37 -3.51 1.27 -6.64  0.341
O17 5.65 0.14 -0.94  -0.555
H38 5.31 1.04 -0.82  0.266
H39 6.45 0.26 -1.47  0.318
O18 -2.87 -6.41 5.93  -0.617
H40 -3.21 -6.82 5.12  0.342
H41 -2.60 -5.53 5.65  0.334
O19 -6.41 3.00 4.70  -0.569
H42 -6.35 3.76 5.29  0.296
H43 -7.08 2.44 5.11  0.283
O20 -0.79 -2.12 3.83  -0.485
H44 -1.63 -2.60 3.88  0.342
H45 -0.93 -1.48 3.12  0.087
O21 -1.23 -3.85 0.33  -0.613
H46 -1.18 -2.97 0.72  0.322
H47 -1.16 -4.45 1.08  0.323
O22 1.59 -1.48 -4.98  -0.528
H48 1.74 -0.87 -5.71  0.315
H49 1.38 -0.91 -4.23  0.191
O23 -1.47 5.71 2.86  -0.519
H50 -1.47 4.81 3.21  0.228
H51 -0.77 6.15 3.36  0.294
O24 1.89 -4.37 -3.27  -0.558
H52 1.83 -3.69 -3.96  0.283
H53 1.34 -4.03 -2.55  0.245
O25 0.92 -3.76 6.02  -0.628
H54 0.08 -4.25 6.07  0.289
H55 0.78 -3.13 5.31  0.324
O26 0.24 5.16 -3.73  -0.518
H56 -0.08 4.72 -4.53  0.256
H57 0.52 6.03 -4.04  0.264
O27 -0.78 -5.31 3.19  -0.627
H58 -0.73 -4.43 3.57  0.323
H59 -0.71 -5.90 3.94  0.308
O28 -3.37 -0.37 11.54  -0.621
H60 -3.91 -1.09 11.89  0.312
H61 -3.04 0.08 12.33  0.304
O29 8.51 -0.07 -2.33  -0.648
H62 9.32 -0.11 -1.82  0.320
H63 8.46 -0.93 -2.77  0.321
O30 2.01 -7.39 -3.86  -0.613
H64 2.06 -6.50 -3.47  0.304
H65 2.09 -7.98 -3.10  0.326
O31 3.99 4.01 -3.52  -0.558
H66 4.01 4.90 -3.16  0.280
H67 4.07 3.44 -2.74  0.298
O32 -5.61 -0.83 -8.45  -0.613
H68 -5.52 -1.02 -9.39  0.309
H69 -6.36 -1.37 -8.17  0.302
O33 5.27 -4.83 -4.06  -0.663
H70 5.35 -5.00 -5.00  0.318
H71 4.51 -5.37 -3.79  0.314

Summary:
- charge = +1
- LUMO level (eV) = -4.153

=====

2.
DFT (wB97M-V/def2-TZVPD) results for C5H7AgFO3 as an isolated structure at a distorted geometry.

Last column: natural (NBO) charge in e.
Geometry (Å):
C1 -1.73 -0.01 -0.68  -0.455
C2 -2.59 -0.80 0.09  -0.435
H1 -1.22 -0.49 -1.53  0.223
H2 -2.21 0.92 -0.99  0.235
H3 -2.74 -1.86 -0.15  0.195
H4 -3.17 -0.37 0.91  0.199
O1 2.19 0.40 -0.50  -0.534
C3 2.44 -0.95 -0.45  0.974
C4 1.42 1.02 0.51  -0.168
O2 3.44 -1.31 -1.07  -0.659
O3 1.69 -1.66 0.27  -0.961
C5 -0.03 1.17 0.13  0.288
H5 1.87 2.01 0.67  0.221
H6 1.50 0.55 1.50  0.188
F1 -0.09 2.16 -0.81  -0.359
H7 -0.63 1.46 1.01  0.142
Ag1 -0.13 -2.23 1.10  0.906

Summary:
- LUMO level (spin up / spin down) (eV) = -1.646 / -2.153
- multiplicity = 2

=====

3.
DFT (wB97M-V/def2-TZVPD) results for C5H7BBr3CaCl2CsF5LiN2O7S as an isolated structure at a distorted geometry.

Last column: Mulliken charge in e.
Geometry (Å):
N1 7.49 0.78 3.16  -0.382
C1 6.54 1.54 3.03  -0.010
O1 5.18 2.05 3.27  0.031
S1 4.05 0.85 2.55  -0.611
Br1 2.00 1.27 3.38  0.018
H1 4.44 -0.40 2.99  0.357
C2 0.10 0.06 -1.43  -1.068
C3 0.51 0.69 -0.15  0.699
O2 1.90 0.32 -0.06  -0.213
C4 2.32 0.07 -1.32  0.833
O3 3.50 -0.10 -1.62  -0.857
O4 1.32 0.04 -2.18  -0.203
H2 -0.68 0.64 -1.95  0.443
H3 -0.25 -0.96 -1.29  0.453
H4 0.44 1.78 -0.17  0.341
H5 -0.05 0.31 0.71  -0.409
F1 4.91 3.07 5.14  -0.443
N2 -3.01 -1.22 -1.43  0.813
O5 -3.67 -2.16 -1.93  -0.596
O6 -2.04 -1.48 -0.69  -0.638
O7 -3.31 -0.05 -1.68  -0.570
Li1 -4.75 -3.77 -3.16  0.960
Cs1 7.13 4.16 3.06  1.042
B1 -6.97 -3.43 -6.35  0.542
F2 -6.23 -3.72 -5.16  -0.334
F3 -6.14 -2.73 -7.26  -0.392
F4 -7.41 -4.64 -6.94  -0.388
F5 -8.09 -2.62 -6.01  -0.388
Ca1 5.11 0.60 -0.19  1.555
Br2 0.04 2.64 -2.44  -0.655
Br3 4.62 4.98 6.47  0.047
C5 -1.68 0.27 4.03  -0.325
Cl1 -3.33 -0.02 4.57  -0.160
Cl2 -1.63 0.65 2.30  -0.049
H6 -1.27 1.12 4.58  0.286
H7 -1.08 -0.61 4.21  0.272

Summary:
- LUMO level (eV) = -5.210

=====

4.
DFT (wB97M-V/def2-TZVPD) results for C5H7BeO4 as an isolated structure at a distorted geometry.

Last column: natural (NBO) charge in e.
Geometry (Å):
O1 0.35 -0.06 -0.76  -0.846
C1 -0.24 -1.25 -0.27  -0.095
C2 -1.72 -1.21 -0.60  -0.097
O2 -2.21 0.07 -0.17  -0.671
C3 -3.57 0.23 -0.17  0.107
C4 -4.17 1.21 0.49  -0.427
Be1 -0.96 1.28 -0.67  0.910
H1 -0.09 -1.33 0.82  0.196
H2 0.21 -2.14 -0.74  0.200
H3 -2.25 -2.01 -0.06  0.209
H4 -1.89 -1.32 -1.68  0.198
H5 -4.11 -0.51 -0.77  0.196
H6 -3.60 1.93 1.09  0.226
H7 -5.25 1.30 0.44  0.226
O3 1.21 1.84 0.13  -0.714
C5 1.55 0.66 0.13  1.000
O4 2.31 -0.09 0.66  -0.617

Summary:
- LUMO level (spin up / spin down) (eV) = 0.380 / -0.182
- relative energy (zero: lowest compared OMol25 entry of this formula, charge and spin) (kJ/mol) = 138.7
- multiplicity = 2

=====

5.
DFT (wB97M-V/def2-TZVPD) results for one molecule with the formula C5H7Br at a distorted geometry.

Last column: natural (NBO) charge in e.
Geometry (Å):
C1 -1.86 -1.62 1.71  -0.235
C2 -1.26 -1.21 0.77  0.003
C3 -0.45 -0.84 -0.32  -0.492
C4 0.45 0.56 0.12  -0.184
C5 1.10 1.40 -1.05  -0.648
Br1 1.97 -0.08 1.25  -0.030
H1 -2.49 -2.12 2.36  0.227
H2 -1.12 -0.56 -1.10  0.232
H3 0.18 -1.65 -0.60  0.244
H4 -0.15 1.28 0.63  0.207
H5 1.82 0.79 -1.70  0.228
H6 1.51 2.27 -0.34  0.234
H7 0.30 1.79 -1.73  0.215

Summary:
- LUMO level (eV) = 0.928
- relative energy (zero: lowest compared OMol25 entry of this formula, charge and spin) (kJ/mol) = 163.4
- SMILES string = C#CC[C@H](C)Br

=====

6.
DFT (wB97M-V/def2-TZVPD) results for one molecule with the formula C5H7Br at a distorted geometry.

Last column: natural (NBO) charge in e.
Geometry (Å):
C1 0.46 -1.71 -0.02  -0.637
C2 0.42 -0.24 0.38  -0.210
C3 0.24 0.75 -0.66  -0.261
C4 -0.23 1.87 0.19  -0.392
C5 -0.89 0.54 0.24  -0.116
Br1 -2.57 -0.21 -0.18  0.077
H1 0.78 -1.77 -1.05  0.215
H2 -0.57 -2.15 0.29  0.232
H3 1.28 -2.35 0.48  0.224
H4 1.11 0.03 1.16  0.190
H5 0.45 0.54 -1.73  0.237
H6 0.47 2.01 1.08  0.202
H7 -0.95 2.69 -0.18  0.239

Summary:
- LUMO level (eV) = 0.861
- relative energy (zero: lowest compared OMol25 entry of this formula, charge and spin) (kJ/mol) = 179.9
- SMILES string = C[C@H]1[C@@H]2C[C@]12Br

=====

7.
DFT (wB97M-V/def2-TZVPD) results for one molecule with the formula C5H7Br at a distorted geometry.

Last column: natural (NBO) charge in e.
Geometry (Å):
C1 1.19 0.08 -0.16  -0.422
C2 2.48 -0.79 -0.34  -0.098
C3 -0.22 -0.01 -0.02  0.194
C4 -0.86 -1.34 0.16  -0.672
C5 -1.08 1.20 -0.04  -0.672
Br1 3.99 0.17 0.09  0.091
H1 1.49 1.14 -0.18  0.176
H2 -1.67 -1.46 -0.56  0.224
H3 -1.30 -1.42 1.15  0.232
H4 -0.13 -2.13 0.03  0.240
H5 -2.12 0.91 -0.09  0.221
H6 -0.84 1.84 -0.89  0.241
H7 -0.92 1.79 0.86  0.244

Summary:
- LUMO level (eV) = -0.944
- relative energy (zero: lowest compared OMol25 entry of this formula, charge and spin) (kJ/mol) = 291.9

=====

8.
DFT (wB97M-V/def2-TZVPD) results for C5H7BrCl4 as an isolated structure at a distorted geometry.

Last column: natural (NBO) charge in e.
Geometry (Å):
C1 -0.38 0.63 1.97  -0.688
C2 1.09 -0.26 -1.97  -0.735
C3 -0.34 -0.31 0.83  -0.209
C4 1.33 0.13 -0.54  -0.106
C5 -1.55 -0.38 -0.01  -0.080
Cl1 1.54 1.83 -0.28  0.024
Cl2 -3.11 -0.68 0.93  -0.030
Cl3 -1.71 1.12 -0.97  0.005
Cl4 -1.65 -1.76 -1.08  0.037
Br1 2.79 -0.86 0.19  0.074
H1 -0.92 1.51 1.78  0.233
H2 -0.68 0.26 2.92  0.250
H3 0.60 1.05 2.41  0.250
H4 1.99 -0.04 -2.64  0.243
H5 0.32 0.41 -2.54  0.251
H6 0.77 -1.30 -1.99  0.247
H7 -0.08 -1.35 1.01  0.235

Summary:
- LUMO level (eV) = -0.137
- relative energy (zero: lowest compared OMol25 entry of this formula, charge and spin) (kJ/mol) = 54.9

=====

9.
DFT (wB97M-V/def2-TZVPD) results for an isolated ion of composition C5H7BrIN2 and charge +1 at a distorted geometry.

Last column: natural (NBO) charge in e.
Geometry (Å):
N1 -1.22 1.82 -0.81  -0.762
C1 -0.81 0.34 -0.46  0.148
I1 -1.65 -0.98 -2.06  0.237
C2 1.00 0.31 -0.67  -0.237
C3 1.70 -0.45 0.13  -0.208
C4 0.88 -1.24 1.11  -0.288
Br1 0.71 -2.97 -0.07  0.008
C5 -0.46 -0.69 1.55  0.198
N2 -1.18 0.04 0.84  -0.514
H1 -2.08 1.85 -0.28  0.458
H2 -1.39 2.02 -1.88  0.483
H3 -0.42 2.38 -0.35  0.466
H4 1.36 0.74 -1.60  0.235
H5 2.87 -0.50 0.16  0.283
H6 1.51 -1.63 1.86  0.258
H7 -0.82 -1.05 2.53  0.233

Summary:
- charge = +1
- LUMO level (eV) = -4.884
- relative energy (zero: lowest compared OMol25 entry of this formula, charge and spin) (kJ/mol) = 292.4
- SMILES string = [NH3+][C@@]1(I)C=C[C@H](Br)C=N1

=====

10.
DFT (wB97M-V/def2-TZVPD) results for one molecule with the formula C5H7BrN2 at a distorted geometry.

Last column: natural (NBO) charge in e.
Geometry (Å):
C1 -3.04 2.06 -0.02  -0.069
C2 -0.74 1.34 0.12  0.221
C3 -3.36 1.10 -0.94  -0.074
C4 0.63 -0.99 -0.48  -0.611
C5 0.65 -0.31 0.89  -0.231
N1 -1.78 2.23 0.16  -0.374
N2 -0.44 0.52 1.03  -0.438
Br1 -3.22 -0.71 -0.90  0.217
H1 -3.54 3.00 0.14  0.225
H2 -0.09 1.68 -0.69  0.147
H3 0.62 -0.23 -1.23  0.201
H4 -0.24 -1.56 -0.46  0.203
H5 1.40 -1.71 -0.50  0.210
H6 1.59 0.22 1.20  0.186
H7 0.64 -1.07 1.61  0.186

Summary:
- LUMO level (spin up / spin down) (eV) = -1.300 / -1.141
- relative energy (zero: lowest compared OMol25 entry of this formula, charge and spin) (kJ/mol) = 467.6

=====

11.
DFT (wB97M-V/def2-TZVPD) results for an isolated ion of composition C5H7BrN2 and charge +2 at a distorted geometry.

Last column: natural (NBO) charge in e.
Geometry (Å):
C1 1.44 2.21 0.00  -0.002
C2 0.44 1.29 0.00  -0.030
C3 0.51 -0.14 0.00  0.261
N1 -0.71 -0.64 0.00  -0.288
C4 -1.09 -2.01 0.00  -0.453
C5 -1.62 0.43 0.00  0.382
Br1 -3.44 0.22 0.00  0.427
N2 -0.94 1.56 0.00  -0.452
H1 1.25 3.28 0.00  0.266
H2 2.48 1.90 0.00  0.273
H3 1.41 -0.75 0.00  0.299
H4 -1.69 -2.25 0.88  0.274
H5 -0.21 -2.65 -0.01  0.274
H6 -1.70 -2.24 -0.88  0.274
H7 -1.35 2.50 0.00  0.494

Summary:
- charge = +2
- LUMO level (eV) = -11.331
- relative energy (zero: lowest compared OMol25 entry of this formula, charge and spin) (kJ/mol) = 0.0
- SMILES string = C=C1C=[N+](C)C(Br)=[NH+]1

=====

12.
DFT (wB97M-V/def2-TZVPD) results for one molecule with the formula C5H7BrN2O2 at a distorted geometry.

Last column: natural (NBO) charge in e.
Geometry (Å):
C1 -1.63 1.14 0.47  -0.672
C2 -0.29 0.51 0.14  0.195
C3 -0.02 -0.81 -0.09  0.074
C4 -0.97 -1.97 -0.13  -0.662
N1 1.34 -1.01 -0.30  0.057
O1 1.79 -2.20 -0.38  -0.515
C5 2.07 0.12 -0.45  0.050
Br1 3.79 0.33 0.09  0.161
N2 0.88 1.33 0.15  -0.089
O2 0.74 2.52 -0.43  -0.523
H1 -2.24 1.16 -0.40  0.235
H2 -2.10 0.81 1.42  0.243
H3 -1.52 2.12 0.82  0.239
H4 -1.40 -2.33 0.84  0.231
H5 -1.74 -1.82 -0.85  0.226
H6 -0.33 -2.76 -0.49  0.267
H7 1.64 2.87 -0.42  0.484

Summary:
- LUMO level (eV) = -0.188
- relative energy (zero: lowest compared OMol25 entry of this formula, charge and spin) (kJ/mol) = 407.7
- SMILES string = Cc1c(C)[n+]([O-])c(Br)n1O

=====

Copy entry 12 word for word.
DFT (wB97M-V/def2-TZVPD) results for one molecule with the formula C5H7BrN2O2 at a distorted geometry.

Last column: natural (NBO) charge in e.
Geometry (Å):
C1 -1.63 1.14 0.47  -0.672
C2 -0.29 0.51 0.14  0.195
C3 -0.02 -0.81 -0.09  0.074
C4 -0.97 -1.97 -0.13  -0.662
N1 1.34 -1.01 -0.30  0.057
O1 1.79 -2.20 -0.38  -0.515
C5 2.07 0.12 -0.45  0.050
Br1 3.79 0.33 0.09  0.161
N2 0.88 1.33 0.15  -0.089
O2 0.74 2.52 -0.43  -0.523
H1 -2.24 1.16 -0.40  0.235
H2 -2.10 0.81 1.42  0.243
H3 -1.52 2.12 0.82  0.239
H4 -1.40 -2.33 0.84  0.231
H5 -1.74 -1.82 -0.85  0.226
H6 -0.33 -2.76 -0.49  0.267
H7 1.64 2.87 -0.42  0.484

Summary:
- LUMO level (eV) = -0.188
- relative energy (zero: lowest compared OMol25 entry of this formula, charge and spin) (kJ/mol) = 407.7
- SMILES string = Cc1c(C)[n+]([O-])c(Br)n1O